Entry 1:
This record from OMol25 describes 16 unconnected molecules or ions with the total composition C20H72N18O16 at a distorted geometry. The level of theory is ωB97M-V/def2-TZVPD.

Geometry (Å):
C  -1.030  9.708  -31.870
C  -0.820  11.163  -31.303
O  -2.043  11.857  -31.000
H  -0.141  9.195  -32.126
H  -1.515  9.763  -32.834
H  -1.667  9.047  -31.292
H  -0.297  11.684  -32.003
H  -0.236  11.119  -30.382
H  -1.896  12.744  -31.295
C  2.876  11.384  -31.295
C  2.730  9.988  -31.911
O  2.743  8.991  -30.928
H  1.940  11.752  -30.953
H  3.296  12.078  -32.018
H  3.585  11.341  -30.486
H  3.517  9.832  -32.701
H  1.824  9.983  -32.461
H  3.572  9.062  -30.453
C  0.123  5.220  -31.831
C  0.851  6.128  -30.788
O  0.455  5.780  -29.487
H  -0.922  5.294  -31.701
H  0.373  4.183  -31.697
H  0.472  5.494  -32.807
H  0.436  7.167  -30.905
H  1.923  6.171  -30.746
H  0.921  4.958  -29.344
C  1.517  9.709  -27.648
C  0.396  8.891  -28.365
O  -0.320  8.064  -27.471
H  2.160  10.141  -28.323
H  2.144  9.106  -26.964
H  1.070  10.485  -27.023
H  0.878  8.294  -29.168
H  -0.314  9.562  -28.858
H  -1.108  7.874  -27.939
C  -1.271  10.876  -24.194
O  -2.654  10.745  -24.406
N  -0.686  10.301  -23.215
N  -0.456  11.623  -24.945
H  -1.186  9.663  -22.582
H  0.363  10.635  -23.017
H  -0.826  11.901  -25.846
H  0.530  11.787  -24.787
C  2.330  11.362  -23.175
O  2.934  12.551  -23.095
N  2.167  10.731  -24.321
N  1.779  10.699  -22.158
H  2.590  11.105  -25.182
H  1.602  9.872  -24.590
H  1.781  11.243  -21.275
H  1.789  9.679  -22.053
C  2.954  6.207  -27.752
O  3.177  7.249  -28.598
N  3.942  5.410  -27.473
N  1.830  5.941  -27.142
H  4.945  5.598  -27.800
H  3.698  4.404  -27.324
H  1.090  6.581  -27.443
H  1.596  5.046  -26.691
C  -1.258  5.419  -24.651
O  -0.105  4.806  -24.354
N  -1.410  6.641  -24.948
N  -2.372  4.800  -24.520
H  -0.521  7.216  -24.970
H  -2.012  6.941  -25.783
H  -2.286  3.773  -24.208
H  -3.282  5.042  -24.880
C  5.860  8.388  -30.407
O  6.958  9.136  -30.832
N  5.072  8.822  -29.492
N  5.500  7.263  -30.889
H  5.261  9.748  -29.112
H  4.323  8.314  -29.010
H  6.106  6.859  -31.591
H  4.661  6.814  -30.725
C  -2.603  10.527  -27.852
O  -1.669  11.487  -27.633
N  -3.045  10.239  -29.027
N  -3.213  9.834  -26.937
H  -2.732  10.896  -29.775
H  -3.656  9.458  -29.138
H  -2.925  9.980  -25.923
H  -3.625  8.931  -27.058
C  1.398  7.868  -24.001
O  1.476  8.128  -22.688
N  2.254  7.198  -24.759
N  0.555  8.520  -24.816
H  2.868  6.605  -24.201
H  2.105  6.916  -25.729
H  -0.101  9.200  -24.331
H  0.464  8.294  -25.776
C  6.206  11.937  -29.434
O  5.664  12.978  -30.266
N  5.530  11.313  -28.452
N  7.385  11.371  -29.567
H  4.580  11.686  -28.103
H  6.075  11.254  -27.626
H  8.069  11.877  -30.114
H  7.275  10.464  -30.001
C  -3.092  7.041  -28.366
O  -4.332  7.742  -28.663
N  -2.065  7.054  -29.217
N  -2.812  6.499  -27.157
H  -2.282  7.337  -30.235
H  -1.191  6.513  -29.132
H  -3.645  6.412  -26.517
H  -2.115  5.756  -27.060
C  0.418  14.084  -27.101
O  0.353  13.039  -28.035
H  -0.329  14.100  -26.327
H  0.296  14.919  -27.697
H  1.434  14.358  -26.786
H  -0.556  12.720  -27.997
C  3.842  12.897  -26.129
O  3.078  12.004  -26.904
H  4.310  13.620  -26.751
H  4.503  12.303  -25.646
H  3.240  13.441  -25.417
H  2.456  12.545  -27.482
C  4.842  8.910  -25.845
O  4.560  8.627  -24.491
H  4.105  9.655  -26.152
H  4.882  8.096  -26.580
H  5.826  9.387  -25.896
H  3.619  8.436  -24.397

Its LUMO energy is -0.92 eV. For the energy relative to the best compared isomer or geometry (same formula, charge and spin), the calculation gives 0.000 eV. The HOMO-LUMO gap comes out at 0.284 hartree.


Entry 2:
This record from OMol25 describes 23 unconnected molecules or ions with the total composition C20H74F2I2N3O27 at a distorted geometry. The level of theory is ωB97M-V/def2-TZVPD.

Geometry (Å):
C  -0.529  1.708  3.891
C  0.765  0.860  3.804
C  0.529  -0.640  3.492
O  -0.168  -0.930  2.266
C  0.343  -0.186  1.160
C  0.061  -0.918  -0.187
N  0.700  -0.242  -1.333
C  1.218  1.109  -1.022
C  2.614  1.495  -0.474
O  0.487  1.999  -1.250
C  1.552  -1.067  -2.195
C  3.052  -1.415  -1.975
O  1.057  -1.481  -3.191
C  0.215  -2.461  0.004
O  1.491  -2.979  0.182
C  1.737  -3.540  1.479
C  3.293  -3.766  1.518
N  -0.637  -3.109  -1.095
O  -0.004  -4.007  -1.982
C  -0.102  -5.227  -1.458
N  -0.062  -6.273  -1.077
C  -1.653  -2.146  -1.642
C  -3.132  -2.688  -1.615
C  -3.353  -3.393  -3.001
F  -4.292  -4.410  -2.936
C  -1.487  -0.947  -0.646
F  -2.231  -1.450  0.487
C  -2.213  0.380  -0.920
I  -3.091  1.298  0.835
C  -2.351  1.000  -2.105
C  -1.721  0.425  -3.378
I  -3.472  2.834  -2.253
H  -0.210  2.738  4.139
H  -1.214  1.402  4.701
H  -1.034  1.791  2.910
H  1.488  1.334  3.117
H  1.253  0.899  4.803
H  -0.125  -1.029  4.302
H  1.479  -1.216  3.573
H  1.438  -0.094  1.330
H  -0.162  0.803  1.197
H  3.028  0.721  0.202
H  3.296  1.640  -1.346
H  2.518  2.441  0.082
H  3.447  -1.066  -1.008
H  3.123  -2.522  -1.942
H  3.691  -1.111  -2.821
H  -0.314  -2.855  0.896
H  1.498  -2.869  2.321
H  1.252  -4.520  1.669
H  3.687  -3.761  0.484
H  3.576  -4.679  2.064
H  3.698  -2.852  1.982
H  -1.262  -3.749  -0.583
H  -1.494  -1.998  -2.720
H  -3.779  -1.799  -1.516
H  -3.321  -3.370  -0.765
H  -2.385  -3.827  -3.335
H  -3.612  -2.606  -3.734
H  -1.915  1.157  -4.186
H  -0.629  0.335  -3.304
H  -2.227  -0.502  -3.711
O  -1.918  5.949  -2.892
H  -2.157  5.025  -2.740
H  -1.035  5.906  -3.278
O  5.548  -1.810  1.173
H  6.137  -2.420  1.634
H  5.829  -1.866  0.248
O  1.794  3.531  3.314
H  1.823  4.365  3.799
H  2.087  3.769  2.427
O  -2.927  -0.699  3.484
H  -2.288  -0.865  2.774
H  -3.622  -1.354  3.336
O  -2.625  2.401  -5.638
H  -2.058  2.205  -6.394
H  -3.453  2.694  -6.038
O  -2.019  0.178  6.218
H  -2.734  -0.146  5.653
H  -1.546  -0.623  6.478
O  5.900  -0.337  -1.701
H  5.903  0.515  -1.242
H  6.186  -0.122  -2.596
O  -6.129  -2.335  -3.551
H  -6.890  -2.662  -4.045
H  -5.665  -3.138  -3.286
O  3.997  4.760  4.141
H  3.748  3.828  4.211
H  4.887  4.740  3.772
O  5.786  1.220  1.205
H  5.887  0.268  1.343
H  6.309  1.619  1.909
O  5.211  2.619  -2.252
H  5.214  3.467  -1.793
H  5.494  2.839  -3.152
O  -3.346  -1.248  8.822
H  -3.130  -0.707  8.052
H  -4.286  -1.435  8.720
O  4.927  4.078  7.115
H  4.617  4.401  6.259
H  5.806  3.726  6.934
O  -1.650  -8.421  0.875
H  -1.443  -7.919  0.079
H  -2.593  -8.608  0.799
O  0.615  1.381  7.982
H  -0.101  1.057  7.422
H  1.090  0.585  8.244
O  5.051  1.789  -5.028
H  5.602  1.402  -5.720
H  4.539  1.044  -4.693
O  -7.554  0.370  -4.349
H  -8.319  0.057  -4.847
H  -7.091  -0.435  -4.086
O  -1.397  4.771  -7.162
H  -0.785  4.768  -6.418
H  -2.084  5.393  -6.895
O  0.624  7.679  -2.491
H  1.347  8.112  -2.024
H  -0.167  7.952  -2.010
O  2.952  -4.709  -4.154
H  3.548  -4.728  -3.397
H  2.248  -4.110  -3.878
O  -5.631  0.738  3.979
H  -5.994  1.027  3.134
H  -4.753  0.403  3.755
O  -9.263  3.170  -4.708
H  -8.594  3.857  -4.795
H  -8.774  2.404  -4.386

Its total charge is +1. Its LUMO energy is -3.60 eV. For the energy relative to the best compared isomer or geometry (same formula, charge and spin), the calculation gives 2.352 eV. The HOMO-LUMO gap comes out at 0.278 hartree.


Entry 3:
This record from OMol25 describes a molecular structure, C20H90AsF6N40O25 at a distorted geometry. The level of theory is ωB97M-V/def2-TZVPD.

Geometry (Å):
As  0.319  0.498  0.333
F  0.474  0.412  -1.508
F  1.959  1.007  0.558
F  -0.015  0.453  2.118
F  -1.348  -0.120  0.270
F  0.804  -1.308  0.249
F  -0.146  2.257  0.300
C  4.367  -5.338  -3.784
O  4.255  -5.954  -4.761
N  5.187  -5.625  -2.883
N  3.672  -4.267  -3.424
H  5.686  -6.499  -2.963
H  5.404  -5.025  -2.101
H  3.609  -4.108  -2.429
H  3.172  -3.674  -4.072
C  -5.251  2.794  -1.871
O  -4.508  2.314  -1.029
N  -6.327  2.233  -2.246
N  -5.163  4.019  -2.283
H  -6.418  1.292  -1.891
H  -7.092  2.645  -2.759
H  -5.855  4.320  -2.954
H  -4.314  4.526  -2.076
C  4.818  -1.822  -0.132
O  4.675  -2.471  -1.106
N  5.346  -2.389  0.948
N  4.555  -0.559  -0.051
H  5.216  -1.856  1.796
H  5.411  -3.393  0.855
H  5.042  0.002  0.633
H  4.407  -0.202  -0.984
C  1.389  3.009  4.095
O  0.303  3.470  3.892
N  1.698  1.773  3.949
N  2.457  3.746  4.351
H  1.071  1.322  3.299
H  2.617  1.526  4.289
H  3.385  3.499  4.037
H  2.187  4.668  4.662
C  -1.150  -2.237  -6.691
O  -1.974  -1.799  -7.445
N  -1.007  -3.517  -6.492
N  -0.527  -1.445  -5.870
H  -1.682  -4.178  -6.849
H  -0.303  -3.819  -5.834
H  0.264  -1.820  -5.367
H  -0.639  -0.449  -5.749
C  2.242  -2.508  3.105
O  2.449  -2.984  4.211
N  2.740  -1.396  2.889
N  1.626  -2.950  2.038
H  3.150  -0.908  3.672
H  2.569  -0.932  2.008
H  1.684  -3.958  2.063
H  1.376  -2.328  1.282
C  -5.774  -1.065  -1.013
O  -6.888  -0.501  -1.048
N  -4.598  -0.568  -1.054
N  -5.726  -2.316  -0.748
H  -4.415  0.426  -1.038
H  -3.728  -1.059  -0.906
H  -4.817  -2.741  -0.859
H  -6.523  -2.935  -0.780
C  -0.675  -5.977  0.702
O  -0.912  -5.324  -0.269
N  -1.572  -6.751  1.145
N  0.473  -6.091  1.205
H  -1.455  -7.433  1.881
H  -2.529  -6.469  0.991
H  1.333  -6.027  0.680
H  0.390  -6.567  2.092
C  -2.138  3.541  6.533
O  -3.070  3.637  7.289
N  -2.290  3.409  5.219
N  -0.860  3.809  6.725
H  -2.983  2.858  4.732
H  -1.421  3.584  4.736
H  -0.132  3.775  6.026
H  -0.506  4.171  7.599
C  5.359  0.842  4.849
O  4.194  1.044  4.849
N  6.025  0.930  3.730
N  6.110  0.684  5.915
H  6.948  0.519  3.716
H  5.547  1.115  2.860
H  7.079  0.440  5.762
H  5.644  0.644  6.810
C  0.753  2.911  -6.635
O  1.881  3.037  -6.993
N  -0.195  2.384  -7.317
N  0.331  3.452  -5.575
H  0.017  2.175  -8.282
H  -0.913  2.038  -6.696
H  0.992  3.882  -4.944
H  -0.658  3.579  -5.412
C  -1.453  -0.488  5.609
O  -1.211  0.381  6.484
N  -2.025  -0.219  4.433
N  -1.293  -1.753  5.738
H  -2.383  0.715  4.292
H  -2.001  -0.910  3.696
H  -1.575  -2.288  4.929
H  -1.063  -2.076  6.667
C  2.208  4.978  -0.498
O  2.769  5.833  -1.206
N  1.434  5.304  0.456
N  2.284  3.688  -0.619
H  1.045  6.236  0.482
H  1.002  4.698  1.139
H  1.803  3.312  0.186
H  2.871  3.119  -1.211
C  -2.560  -3.141  2.455
O  -2.468  -3.140  3.683
N  -1.468  -3.129  1.738
N  -3.687  -3.214  1.769
H  -0.515  -3.048  2.062
H  -1.516  -3.045  0.732
H  -4.584  -3.234  2.232
H  -3.540  -3.170  0.771
C  -3.038  1.108  -5.371
O  -1.855  1.009  -4.994
N  -3.753  2.178  -5.318
N  -3.740  0.078  -5.812
H  -4.740  1.967  -5.269
H  -3.319  3.061  -5.091
H  -3.258  -0.745  -6.146
H  -4.748  0.128  -5.765
C  0.714  -3.124  -3.090
O  0.685  -3.997  -3.892
N  0.266  -3.269  -1.883
N  1.314  -2.060  -3.312
H  0.136  -4.257  -1.719
H  0.402  -2.528  -1.210
H  1.191  -1.293  -2.667
H  1.896  -1.984  -4.134
C  -1.467  4.442  -2.916
O  -1.692  4.277  -4.088
N  -1.715  5.463  -2.174
N  -0.675  3.695  -2.265
H  -1.297  5.578  -1.262
H  -2.118  6.268  -2.631
H  -0.775  3.690  -1.260
H  -0.371  2.890  -2.794
C  -0.879  -5.531  5.543
O  -1.957  -5.943  5.371
N  -0.128  -5.849  6.571
N  -0.205  -4.726  4.703
H  -0.604  -6.561  7.106
H  0.872  -5.729  6.656
H  0.671  -4.359  5.048
H  -0.674  -4.222  3.964
C  3.990  1.500  -3.457
O  4.291  0.454  -2.957
N  4.856  2.450  -3.601
N  2.784  1.835  -3.788
H  4.537  3.345  -3.945
H  5.803  2.235  -3.324
H  2.090  1.178  -3.460
H  2.625  2.825  -3.912
C  -4.471  2.667  2.525
O  -4.363  2.643  3.784
N  -3.507  3.010  1.711
N  -5.541  2.336  1.907
H  -3.683  2.979  0.717
H  -2.586  3.239  2.055
H  -6.337  2.124  2.491
H  -5.626  2.048  0.942
O  -2.550  -2.895  -1.136
H  -2.098  -2.204  -1.620
H  -2.129  -3.705  -1.424
O  4.123  1.565  1.953
H  3.640  1.468  2.774
H  3.445  1.647  1.283
O  -1.682  -0.728  -2.728
H  -1.366  -0.375  -1.895
H  -1.555  -0.014  -3.353
O  5.698  2.963  -0.872
H  6.372  2.297  -1.008
H  5.146  2.606  -0.176
O  -1.586  5.806  1.363
H  -2.480  6.074  1.573
H  -1.218  6.549  0.884

Its total charge is -1. Its LUMO energy is 0.50 eV. The HOMO-LUMO gap comes out at 0.231 hartree.


Entry 4:
This record from OMol25 describes a molecular structure, C21H11Br2CoF3IN3O at a distorted geometry. The level of theory is ωB97M-V/def2-TZVPD.

Geometry (Å):
Co  1.341  1.689  -0.250
Br  -0.255  3.476  4.119
C  -1.056  3.580  2.412
C  -2.357  4.072  2.274
C  -2.956  4.120  1.044
Br  -4.731  4.789  0.910
C  -2.278  3.681  -0.114
C  -2.815  3.656  -1.417
C  -2.043  3.204  -2.456
C  -0.740  2.767  -2.213
N  -0.206  2.766  -1.007
C  -0.953  3.210  0.041
C  -0.311  3.133  1.323
O  0.885  2.649  1.399
H  -2.889  4.413  3.150
H  -3.831  3.988  -1.582
H  -2.434  3.179  -3.463
H  -0.114  2.422  -3.026
F  -1.478  -7.192  0.615
C  -1.691  -6.564  -0.562
F  -1.131  -7.322  -1.521
F  -3.028  -6.587  -0.768
C  -1.162  -5.163  -0.552
C  -1.662  -4.270  0.389
C  -1.207  -2.966  0.409
C  -0.245  -2.538  -0.512
C  0.249  -3.447  -1.452
C  -0.208  -4.753  -1.471
C  0.232  -1.192  -0.484
C  0.642  -0.049  -0.459
H  -2.407  -4.598  1.103
H  -1.591  -2.264  1.136
H  0.992  -3.119  -2.166
H  0.177  -5.452  -2.200
I  5.781  -1.462  2.384
C  4.878  0.044  1.286
C  5.454  1.205  0.827
N  4.491  1.875  0.171
N  3.330  1.212  0.176
C  3.546  0.093  0.856
H  6.461  1.573  0.929
H  4.568  2.770  -0.278
H  2.754  -0.624  1.001

Its LUMO energy (alpha / beta) is -0.84 / -0.63 eV. For the energy relative to the best compared isomer or geometry (same formula, charge and spin), the calculation gives 0.000 eV. Its spin multiplicity is 2. The HOMO-LUMO gap (alpha / beta) comes out at 0.251 / 0.262 hartree.